No. 1
This record from OMol25 describes a structure of composition C26H30ClInN5O9 at a distorted geometry. The level of theory is the ωB97M-V functional and the def2-TZVPD basis.

Energy = -2609.780650 a.u.
HOMO level (spin up / spin down) = -0.1139 / -0.1104 Ha
HOMO-LUMO gap (spin up / spin down) = 0.196 / 0.189 Ha

Geometry as ORCA input:
```
! RIJCOSX wB97M-V def2-TZVPD def2/J DEFGRID3
* xyz -1 1
In -1.21867 0.00603 0.04662
Cl -2.84922 1.56258 0.98283
N -0.01031 2.12086 -0.72110
N -0.23442 -2.20351 -0.36398
C -0.85940 2.87054 -1.38472
C -0.80535 -2.96979 -1.24762
C 1.14121 2.98209 -0.36986
C 0.53675 4.37884 -0.50382
C 2.25696 2.77983 -1.38371
C 1.64935 2.72379 1.02364
H 1.90161 2.98116 -2.40299
H 2.62900 1.75104 -1.32846
H 3.07551 3.46944 -1.14941
H 0.83063 2.84982 1.73996
H 2.43804 3.45434 1.25519
H 2.06997 1.71935 1.11317
C 0.88368 -2.95854 0.25307
C 0.84284 -4.28821 -0.49325
C 0.65089 -3.18466 1.73485
C 2.17944 -2.21248 0.01402
H 2.26944 -1.95805 -1.04939
H 3.01719 -2.85723 0.30513
H 2.20949 -1.30277 0.62242
H -0.37221 -3.53768 1.90309
H 0.82085 -2.25707 2.28595
H 1.36297 -3.94108 2.09055
O -0.26134 -4.16410 -1.43950
H 0.60592 -5.14398 0.15057
H 1.74704 -4.50081 -1.07553
O -0.63602 4.18095 -1.35769
H 1.17879 5.12112 -0.99209
H 0.17192 4.76121 0.46034
C -2.00303 2.36465 -2.20119
C -1.94947 -2.57305 -2.11189
C -1.46618 -1.32642 -2.75118
H -2.81257 -2.39306 -1.45438
H -2.17693 -3.38416 -2.80944
C -1.61854 -0.10828 -2.03390
C -1.50742 1.09026 -2.79302
H -2.53912 -0.16394 -0.88136
C -0.85077 1.08516 -4.02519
C -0.45643 -0.13553 -4.58074
C -0.51977 2.36338 -4.74233
C -0.80618 -1.34612 -3.97922
H 0.09414 -0.14120 -5.52437
C -0.43625 -2.64670 -4.64311
H 0.11158 -2.44172 -5.57126
H -1.31965 -3.24826 -4.89965
H 0.20882 -3.26521 -4.00202
H -1.40715 2.99102 -4.91314
H -0.07673 2.13177 -5.72050
H 0.21451 2.97226 -4.18768
H -2.27255 3.12404 -2.94095
H -2.84154 2.20050 -1.51757
O -1.65456 0.09391 7.70148
N -0.56126 0.41192 7.19227
O 0.39581 0.85367 7.86174
C -0.38380 0.26298 5.76275
C -1.42226 -0.23411 4.96311
C -1.23231 -0.39349 3.58495
C -0.01165 0.04604 2.94849
O 0.15223 0.15772 1.67143
C 1.06559 0.38094 3.84421
C 0.85979 0.58855 5.20128
N 2.42516 0.57459 3.33221
O 3.14297 1.40472 3.93451
O 2.81741 -0.07434 2.34415
N -2.27142 -1.08608 2.86887
O -3.31304 -1.37717 3.46893
O -2.09639 -1.44347 1.64955
H -2.36703 -0.52408 5.41284
H 1.66340 0.97520 5.82310
*
```


No. 2
This record from OMol25 describes a cluster of 3 separate species, C6H6N2O4 in total at a distorted geometry. The level of theory is the ωB97M-V functional and the def2-TZVPD basis.

Energy = -642.591894 a.u.
SMILES = C=CC#[N+][O-].CN=C=O.O=C=O
HOMO level = -0.3421 Ha
HOMO-LUMO gap = 0.357 Ha

Geometry as ORCA input:
```
! RIJCOSX wB97M-V def2-TZVPD def2/J DEFGRID3
* xyz 0 1
C -0.83542 -2.14870 -0.11549
C -0.91264 -1.08034 -0.88896
C -0.95169 0.21671 -0.26023
N -1.26409 1.22458 0.22391
O -1.39518 2.24953 0.79509
H -0.88716 -2.06293 0.90860
H -0.78869 -3.25652 -0.43437
H -0.94753 -1.20164 -1.97769
C 3.12301 1.17164 1.19198
N 3.05611 0.23090 0.07080
C 2.59945 0.06242 -1.01249
O 2.25313 -0.33584 -2.04054
H 2.15193 1.37220 1.42260
H 3.67186 0.51793 1.92347
H 3.68362 2.00391 0.94189
O -4.68651 1.19461 0.33168
C -4.17723 0.35282 -0.25358
O -3.69298 -0.51130 -0.82666
*
```